Here is a structure of composition C28H29Cl5N6S2Sr from the OMol25 dataset. Energies are from ωB97M-V/def2-TZVPD.

Properties
HOMO: -8.02 eV
Multiplicity: 1
Calculated total energy: -123564.3450 eV
Maximum force: 3.32 eV/Å
Energy relative to the best compared isomer or geometry (same formula, charge and spin): 23.6 kcal/mol

Geometry (Å):
Sr: -2.02193 -0.12803 0.28600
C: -5.61188 -1.29852 -0.50367
S: -4.46054 -1.74915 0.82863
C: -2.99208 -2.31661 0.02606
S: -1.85122 -3.01654 1.08074
N: -2.82030 -1.91365 -1.21980
N: -1.48963 -1.69631 -1.57251
C: -1.19175 -1.76560 -2.79578
C: 0.11960 -1.29459 -3.32226
C: 0.23138 -1.06524 -4.68304
C: 1.40809 -0.52076 -5.17553
C: 2.42247 -0.22311 -4.28707
C: 2.22687 -0.51476 -2.94175
N: 1.11186 -1.05675 -2.46229
H: -6.39712 -2.04763 -0.55569
H: -5.07326 -1.23641 -1.44683
H: -6.03691 -0.32511 -0.26774
H: -1.93812 -2.10849 -3.51405
H: -0.60037 -1.28651 -5.33983
H: 1.52012 -0.32079 -6.23334
H: 3.35038 0.22412 -4.61646
H: 3.00591 -0.28909 -2.22093
Cl: -3.42693 1.22112 3.13822
C: -4.39244 1.72784 1.71694
C: -3.77318 1.64463 0.49343
C: -4.55694 1.97271 -0.58139
Cl: -3.80927 1.81122 -2.19644
C: -5.88221 2.38988 -0.49484
Cl: -6.81451 2.74803 -1.90107
C: -6.45700 2.48334 0.77374
Cl: -8.09103 2.99573 0.95071
C: -5.70367 2.14845 1.90432
Cl: -6.40034 2.24981 3.47904
N: 0.79553 -3.37610 2.68403
C: 2.25037 -3.23472 2.85132
C: 2.87185 -3.06624 1.46890
C: 2.58212 -1.70978 0.84799
N: 1.11719 -1.61366 0.51568
C: 3.00535 -0.57617 1.76905
C: 2.37399 -0.66444 3.15362
N: 0.94315 -0.35414 3.05424
C: 2.59791 -2.04818 3.75254
H: 0.55648 -4.27598 2.28554
H: 0.56195 -1.98306 1.29606
H: 0.30231 -3.29628 3.56370
H: 2.68615 -4.12716 3.31187
H: 2.54924 -3.87985 0.81053
H: 3.95990 -3.14165 1.55275
H: 3.11331 -1.61952 -0.09780
H: 0.87926 -2.12655 -0.33461
H: 0.81035 -0.62226 0.33364
H: 2.76593 0.38090 1.30842
H: 4.09456 -0.63196 1.86627
H: 2.90556 0.05441 3.78815
H: 0.80467 0.58842 2.70093
H: 0.50166 -0.42229 3.96380
H: 2.07250 -2.14403 4.71002
H: 3.66561 -2.12473 3.98253
C: 0.17331 1.24035 0.15436
C: 1.02094 2.08872 -0.11070
C: 1.99895 3.05136 -0.54202
C: 2.93219 3.58548 0.35138
C: 3.89807 4.48422 -0.07961
C: 3.94856 4.87004 -1.41328
C: 3.02208 4.35031 -2.31063
C: 2.05852 3.45040 -1.88126
H: 2.88551 3.29347 1.39397
H: 4.61021 4.88835 0.62940
H: 4.69866 5.57511 -1.74917
H: 3.04826 4.65020 -3.35123
H: 1.33381 3.04381 -2.57590

Force components x, y, z for each atom (eV/Å):
Sr 1.5 2.7 1.2
C 0.2 0.1 0.0
S -0.6 -0.7 0.0
C -0.5 -1.6 -0.7
S -0.3 0.2 -0.2
N 0.0 -0.4 0.0
N -0.1 -0.6 0.3
C 0.2 -0.1 -0.8
C -0.5 -0.2 0.3
C 0.0 0.1 -0.2
C -0.1 0.0 -0.1
C 0.1 0.0 0.1
C -0.1 -0.1 0.0
N 0.2 0.0 0.1
H 0.0 0.0 0.0
H 0.0 0.0 0.0
H 0.0 0.0 0.0
H 0.1 0.0 -0.1
H 0.0 0.0 0.0
H 0.0 0.0 0.0
H 0.0 0.0 0.0
H 0.0 0.0 0.0
Cl -0.3 0.1 -0.3
C 0.1 0.1 0.2
C -0.5 0.3 0.1
C 0.1 0.2 -0.4
Cl -0.2 0.0 0.3
C 0.0 0.0 0.0
Cl 0.0 0.0 0.0
C 0.1 0.0 0.1
Cl 0.0 0.0 0.0
C 0.0 0.0 0.1
Cl 0.0 0.0 0.0
N 0.2 0.0 0.1
C -0.3 0.0 0.0
C 0.3 -0.1 -0.1
C -0.5 0.0 -0.2
N 0.2 0.4 -0.4
C 0.0 -0.1 0.0
C -0.2 0.1 0.0
N 0.1 0.0 0.1
C 0.2 -0.1 0.1
H 0.0 -0.1 0.0
H 0.0 -0.2 0.3
H 0.0 0.0 0.0
H 0.1 -0.1 0.0
H 0.0 0.1 0.0
H 0.0 -0.1 0.0
H 0.0 0.0 -0.1
H 0.0 0.0 0.0
H 0.3 0.0 0.0
H 0.0 0.1 -0.1
H 0.0 0.0 0.0
H 0.0 0.0 0.1
H 0.0 0.0 0.0
H 0.0 0.1 0.0
H 0.0 0.0 -0.1
H 0.0 0.0 0.1
C 0.6 0.1 0.0
C -0.1 -0.2 -0.1
C 0.1 0.0 0.1
C 0.0 0.0 0.0
C -0.1 0.0 0.0
C -0.1 0.0 0.0
C 0.0 0.0 0.1
C 0.0 0.0 0.0
H 0.0 0.0 0.0
H 0.0 0.0 0.0
H 0.0 0.0 0.0
H 0.0 0.0 0.0
H 0.0 0.0 0.0

Atom charges from the Löwdin analysis, given in e for atoms 1 to 2: number 1, Sr, carries 1.1288; number 2, C, carries -0.3273

=====

Here is a cluster of 2 separate species, C28H29F3N2O2S in total from the OMol25 dataset. Energies are from ωB97M-V/def2-TZVPD.

Properties
HOMO: -6.71 eV
Multiplicity: 1
Calculated total energy: -55566.6086 eV
Maximum force: 2.88 eV/Å
Energy relative to the best compared isomer or geometry (same formula, charge and spin): 0.0 kcal/mol

Geometry (Å):
C: -0.67582 3.38341 6.88178
C: -0.08070 3.16109 5.49765
N: -1.17184 2.73688 4.61385
C: -0.80430 2.17336 3.36530
C: 0.27199 2.67203 2.60474
C: 0.56120 2.11500 1.36646
C: -0.08901 0.93755 0.89278
C: 0.37259 0.30383 -0.31627
C: 0.10399 -1.07460 -0.64499
C: -0.04055 -2.05584 0.38226
C: -0.16145 -3.40523 0.10077
C: -0.23941 -3.84598 -1.24202
N: -0.48972 -5.19403 -1.58601
C: 0.11355 -6.25390 -0.76977
C: -0.11162 -7.59501 -1.46458
O: -1.51498 -7.81633 -1.66353
C: -2.05864 -6.85852 -2.56843
C: -1.85787 -5.43066 -2.06644
C: -0.10769 -2.88773 -2.27859
C: 0.11313 -1.55283 -1.98839
C: -1.20413 0.47216 1.66934
C: -1.55476 1.08489 2.86483
C: -2.26660 3.72493 4.55232
C: -2.76575 4.02294 5.96216
O: -1.69323 4.39728 6.82980
H: -1.08281 2.41800 7.24794
H: 0.08121 3.78253 7.57529
H: 0.37683 4.10426 5.13957
H: 0.67091 2.36411 5.54328
H: 0.87565 3.49366 2.99897
H: 1.35536 2.54541 0.74852
H: 1.19517 0.79598 -0.86669
H: 0.00018 -1.72107 1.41988
H: -0.23295 -4.11725 0.92843
H: 1.19279 -6.06580 -0.69716
H: -0.32327 -6.29278 0.24986
H: 0.43952 -7.59310 -2.42586
H: 0.21209 -8.42995 -0.82571
H: -1.59776 -6.94311 -3.57112
H: -3.13373 -7.08578 -2.60927
H: -2.59211 -5.25135 -1.25071
H: -2.04728 -4.72409 -2.88271
H: -0.11917 -3.24398 -3.32116
H: 0.28568 -0.82461 -2.79258
H: -1.76286 -0.40076 1.32903
H: -2.35710 0.67088 3.47899
H: -1.89701 4.67395 4.10694
H: -3.07959 3.31694 3.94036
H: -3.42943 4.90044 5.94937
H: -3.29961 3.12863 6.33748
F: 2.74445 1.86088 -7.09233
C: 3.57949 2.45584 -6.19819
F: 4.45182 1.48840 -5.74283
F: 4.31541 3.38707 -6.86671
C: 2.82826 3.04669 -5.02561
C: 3.30644 4.24266 -4.45860
C: 2.61412 4.82484 -3.38101
C: 1.52389 4.16887 -2.83112
C: 1.13450 2.86634 -3.30113
S: -0.01082 1.97616 -2.47365
C: 1.73917 2.37841 -4.50063
H: 4.20601 4.69702 -4.86449
H: 2.95015 5.79656 -2.99002
H: 0.91589 4.59969 -2.03739
H: 1.32215 1.49475 -4.98225

Force components x, y, z for each atom (eV/Å):
C -0.1 0.5 0.0
C -0.3 0.2 -0.2
N -0.1 -0.3 0.0
C 0.0 -0.1 -0.3
C -0.2 -0.2 0.0
C 0.3 -0.6 -0.1
C -0.8 0.8 0.5
C 1.3 0.5 0.1
C -0.3 -1.2 -0.4
C 0.1 0.8 -0.2
C -0.1 -0.2 -0.5
C -0.1 0.5 0.2
N 0.4 -0.2 -0.4
C -0.5 0.2 0.1
C -0.4 0.0 0.2
O 0.5 0.3 -0.4
C 0.2 0.0 0.1
C -0.2 -0.1 0.5
C 0.1 -0.5 0.3
C 0.1 0.5 0.2
C 0.5 0.2 -0.3
C 0.4 0.0 -0.1
C 0.5 0.1 0.1
C 0.1 0.1 0.0
O 0.0 -0.8 -0.2
H 0.1 0.5 0.0
H -0.3 -0.3 -0.2
H 0.0 -0.2 0.2
H -0.1 0.2 -0.1
H -0.3 -0.2 -0.3
H -0.2 -0.1 0.2
H -0.5 -0.5 0.8
H 0.1 -0.2 -0.3
H 0.0 0.2 -0.4
H -0.2 0.0 0.1
H 0.2 -0.1 -0.3
H -0.3 -0.2 0.3
H 0.1 0.3 -0.3
H -0.1 -0.3 0.3
H 0.4 0.1 -0.2
H 0.2 0.1 -0.2
H -0.1 -0.1 0.2
H 0.0 0.3 0.6
H -0.2 -0.3 0.4
H 0.1 0.3 0.1
H 0.2 0.2 -0.2
H -0.2 -0.3 0.0
H 0.2 0.2 0.1
H 0.0 -0.4 0.0
H 0.2 0.3 0.1
F 0.7 0.3 0.4
C 0.1 -0.2 0.3
F -0.6 0.7 -0.7
F -0.4 -0.9 0.3
C 0.4 0.7 -0.1
C -0.3 -0.3 0.2
C 0.3 0.0 -0.5
C -0.1 -1.0 -0.4
C 1.9 1.5 -1.1
S -2.6 -1.1 0.8
C -0.3 0.4 0.9
H -0.3 0.0 0.1
H -0.2 -0.5 -0.2
H 0.3 -0.1 0.0
H 0.3 0.1 0.3

Atom charges from the Löwdin analysis, given in e for atoms 1 to 2: number 1, C, carries -0.1823; number 2, C, carries -0.1595

=====

Here is a structure of composition C28H29N2O2PSiTc from the OMol25 dataset. Energies are from ωB97M-V/def2-TZVPD.

Properties
HOMO (alpha / beta): -14.66 / -14.80 eV
Multiplicity: 4
Calculated total energy: -55933.4009 eV
Total charge: +2
Maximum force: 1.12 eV/Å

Geometry (Å):
Tc: 1.00131 0.29968 -0.63974
O: 0.50778 -1.38593 -4.11331
C: 0.21484 -1.54944 -2.98486
O: 0.97777 -0.88886 -2.00142
C: -0.86640 -2.39685 -2.43609
C: -1.40130 -3.32222 -3.32793
C: -2.42746 -4.16123 -2.93204
C: -2.93800 -4.06761 -1.64526
C: -2.42181 -3.13842 -0.75760
C: -1.37715 -2.29875 -1.13498
P: -0.83958 -1.16646 0.19917
C: -2.32795 -0.25583 0.62412
C: -3.04558 0.25656 -0.46375
C: -4.18103 1.01731 -0.24828
C: -4.60246 1.28019 1.05001
C: -3.88337 0.79122 2.13107
C: -2.74090 0.02985 1.92531
C: -0.22466 -2.24918 1.49512
C: -1.04340 -2.82401 2.46429
C: -0.49391 -3.69328 3.39638
C: 0.85926 -4.00221 3.35727
C: 1.67357 -3.45558 2.37305
C: 1.13225 -2.58299 1.44397
H: -0.99562 -3.36947 -4.33009
H: -2.83098 -4.88477 -3.62720
H: -3.74489 -4.71642 -1.32965
H: -2.84527 -3.06814 0.23715
H: -2.73570 0.03843 -1.48147
H: -4.74108 1.40091 -1.09157
H: -5.49523 1.86898 1.21768
H: -4.20816 1.00294 3.14109
H: -2.19274 -0.33687 2.78113
H: -2.10472 -2.62075 2.49363
H: -1.12998 -4.13635 4.15163
H: 1.27890 -4.68235 4.08713
H: 2.72384 -3.71230 2.32848
H: 1.77680 -2.17522 0.67068
C: 0.52140 0.51008 3.28677
C: 1.30422 1.51764 2.51742
C: 1.96192 2.56122 3.14644
C: 2.69021 3.48307 2.40834
C: 2.75513 3.38606 1.02606
C: 2.07489 2.33931 0.45638
N: 1.37399 1.42548 1.17436
N: 1.97197 1.95597 -0.88181
Si: 2.35418 2.85472 -2.44334
C: 4.05004 2.35005 -2.92241
C: 2.17333 4.66137 -2.14099
C: 1.06924 2.19908 -3.60015
H: 0.55431 0.72865 4.35085
H: 0.91693 -0.49169 3.12594
H: -0.52014 0.52864 2.96258
H: 1.90419 2.64099 4.22267
H: 3.21164 4.28525 2.91438
H: 3.31530 4.08211 0.41852
H: 4.80577 2.66115 -2.19739
H: 4.28699 2.83068 -3.87758
H: 4.12117 1.26918 -3.06392
H: 3.04660 5.10091 -1.65437
H: 1.28313 4.90109 -1.55385
H: 2.06880 5.14921 -3.11489
H: 1.26780 1.16214 -3.88888
H: 1.06840 2.79246 -4.51923
H: 0.06158 2.27061 -3.17499

Force components x, y, z for each atom (eV/Å):
Tc 0.6 0.9 0.0
O 0.1 0.0 -0.4
C -0.1 0.0 0.6
O 0.2 -0.4 -0.3
C 0.0 0.1 0.1
C 0.0 0.0 0.0
C 0.0 0.0 0.0
C 0.0 -0.1 -0.1
C 0.0 0.0 0.0
C 0.0 0.0 0.1
P -0.4 -0.2 -0.1
C 0.0 0.2 0.0
C -0.1 0.0 0.0
C 0.0 0.0 0.0
C 0.0 0.0 0.0
C 0.0 0.0 0.0
C -0.1 0.0 0.0
C 0.2 0.0 0.0
C 0.0 0.0 0.0
C 0.0 0.0 0.0
C 0.0 0.0 0.0
C 0.0 0.0 0.0
C 0.0 0.0 0.1
H 0.0 0.0 0.0
H 0.0 0.0 0.0
H 0.0 0.0 0.0
H 0.0 0.0 0.0
H 0.0 0.0 0.0
H 0.0 0.0 0.0
H 0.0 0.0 0.0
H 0.0 0.0 0.0
H -0.1 -0.1 0.0
H 0.0 0.1 0.0
H 0.0 0.0 0.0
H 0.0 0.0 0.0
H 0.0 0.0 0.0
H 0.0 0.0 0.0
C 0.0 0.0 -0.1
C 0.0 0.0 -0.1
C 0.1 0.1 0.1
C 0.0 0.0 0.0
C 0.1 0.2 0.0
C -0.1 -0.3 -0.2
N 0.1 -0.1 0.1
N -0.5 -0.5 0.4
Si -0.2 0.0 -0.1
C 0.3 -0.1 0.0
C 0.0 0.2 0.2
C -0.2 -0.2 0.0
H 0.0 0.0 0.0
H 0.0 0.0 0.0
H 0.2 0.0 0.0
H 0.0 0.0 0.0
H 0.0 0.0 0.0
H 0.0 0.0 0.1
H 0.0 0.0 -0.1
H 0.0 -0.1 0.0
H 0.0 0.0 0.0
H -0.1 0.0 0.0
H 0.0 0.0 -0.1
H 0.0 0.0 0.1
H -0.1 0.1 0.0
H 0.0 0.0 0.0
H 0.0 0.0 -0.1

Atom charges from the Löwdin analysis, given in e for atoms 1 to 2: number 1, Tc, carries 1.5572; number 2, O, carries 0.1999